Record 1
DFT (wB97M-V/def2-TZVPD) results for a 8-piece molecular cluster, C5H25NO9 overall at a distorted geometry.

## Properties
- HOMO-LUMO gap: 9.296 eV
- HOMO: -0.3259 Eh
- SMILES: O=CCCCNCO.O.O.O.O.O.O.O
- F_max: 2.1 eV/Å
- Relative energy (zero: lowest compared OMol25 entry of this formula, charge and spin): 192.0 kJ/mol

Geometry as XYZ:
```
40
C5H25NO9 wB97M-V/def2-TZVPD
O 1.914 2.045 -0.380
O -0.293 -2.430 2.701
O 2.391 -0.961 2.133
O 0.906 1.461 2.111
O -2.819 -0.787 -3.155
O -0.095 2.398 -2.667
O 3.897 0.310 0.176
O 0.692 -0.510 -3.098
O -2.719 -1.034 2.360
N 0.537 -0.610 -0.716
C -2.067 -0.026 2.239
C 0.866 -1.298 -1.927
C -1.647 0.654 -0.223
C -0.893 -0.667 -0.339
C -2.279 0.997 1.167
H -3.224 0.005 -2.803
H 1.006 0.247 -0.610
H -3.364 1.024 1.028
H -1.320 0.220 3.010
H 3.355 0.793 -0.461
H 3.162 -0.447 1.850
H -2.477 0.607 -0.928
H -1.233 -2.396 2.510
H 4.839 0.318 0.006
H -1.371 -1.356 -1.026
H -0.902 -1.192 0.620
H 1.280 0.559 2.081
H -0.017 2.317 -3.620
H 1.437 1.995 0.463
H -0.143 -2.057 3.571
H 0.050 -0.843 -3.731
H 1.965 2.930 -0.745
H -0.078 1.494 -2.333
H 1.184 1.803 2.965
H -3.196 -1.511 -2.647
H 1.931 -1.549 -1.901
H 0.305 -2.228 -1.945
H 2.028 -1.305 1.305
H -2.031 2.021 1.433
H -1.154 1.535 -0.614
```



Record 2
DFT (wB97M-V/def2-TZVPD) results for a 7-piece molecular cluster, C5H26N2O7 overall at a distorted geometry.

## Properties
- HOMO-LUMO gap: 8.930 eV
- HOMO: -0.3187 Eh
- SMILES: CNC[C@H](N)CCO.O.O.O.O.O.O
- F_max: 5.4 eV/Å
- Relative energy (zero: lowest compared OMol25 entry of this formula, charge and spin): 334.9 kJ/mol

Geometry as XYZ:
```
40
C5H26N2O7 wB97M-V/def2-TZVPD
O -2.127 2.335 0.380
O -1.740 -2.065 0.906
O -1.326 2.335 -2.729
O 4.039 -0.845 -1.979
O 2.710 -0.707 2.675
O 0.555 2.028 3.126
O -3.940 -0.158 0.260
N 1.284 0.832 0.597
N 1.145 -0.543 -1.931
C 0.302 -0.290 0.387
C 0.581 2.032 -0.019
C -0.738 -2.057 -1.155
C 0.657 -1.290 -0.796
C -0.942 -2.995 0.091
H 2.236 0.675 0.316
H 0.165 1.771 -0.992
H -0.553 -2.777 -1.955
H 2.534 0.026 2.060
H -1.525 -1.332 -1.195
H 4.164 -0.940 -1.032
H 1.456 -2.029 -0.600
H 0.298 -0.923 1.289
H 3.908 0.087 -2.168
H 0.645 0.329 -2.050
H -0.219 1.644 2.710
H -0.892 3.177 -2.864
H 1.338 -1.033 -2.781
H -3.024 -0.363 0.490
H -1.531 -3.895 -0.031
H 1.128 2.977 -0.057
H -2.210 2.698 1.277
H -2.976 1.850 0.391
H -4.268 -0.922 -0.220
H 1.292 1.868 2.500
H -1.514 2.144 -1.802
H -0.165 -3.282 0.809
H 2.126 -0.420 3.392
H -0.645 0.201 0.227
H -1.904 -2.312 1.822
H -0.323 2.169 0.649
```



Record 3
DFT (wB97M-V/def2-TZVPD) results for a 8-piece molecular cluster, C5H26NO9 overall at a distorted geometry.

## Properties
- HOMO-LUMO gap: 9.008 eV
- HOMO: -0.2270 Eh
- F_max: 8.5 eV/Å
- Relative energy (zero: lowest compared OMol25 entry of this formula, charge and spin): 286.9 kJ/mol
- Net charge: -1

Geometry as XYZ:
```
41
C5H26NO9 wB97M-V/def2-TZVPD
O -2.324 3.017 0.222
O -2.999 0.405 0.391
O -1.418 1.459 3.393
O 3.997 0.783 -0.873
O 0.429 -0.087 -2.759
O 2.454 -1.623 -1.894
O 1.913 1.857 -1.893
O 1.874 1.862 0.731
O -0.317 0.232 1.754
N -1.390 -1.099 -1.608
C -0.547 -1.167 1.554
C 0.400 -1.549 0.271
C -0.777 0.161 -2.143
C -0.599 -2.105 -0.942
C -0.250 -1.876 2.828
H 1.108 0.816 -2.517
H -2.673 2.231 0.320
H -1.218 -2.837 -0.294
H 1.820 2.750 -2.236
H -1.074 2.197 2.803
H 3.841 1.014 0.057
H 1.635 1.823 -0.318
H -1.904 -1.651 -2.338
H -1.639 2.880 -0.513
H 3.223 1.374 -1.372
H 1.736 -1.060 -2.097
H 0.812 -0.640 -0.173
H -1.542 0.582 -2.976
H 3.159 -1.070 -1.511
H 0.005 -2.638 -1.675
H 0.392 0.361 2.397
H -1.640 -1.132 1.134
H -2.254 -0.099 0.033
H -0.140 -2.962 2.710
H -0.678 0.993 -1.462
H -1.854 0.867 2.722
H 1.302 1.233 1.058
H -0.936 -1.911 3.595
H -3.734 0.333 -0.192
H 0.629 -1.448 3.281
H 1.174 -2.275 0.531
```